Record 1
A structure of composition C28H22F6HgN11O6S2, computed with ωB97M-V with the def2-TZVPD basis set.

ORCA input file:
```
! wB97M-V def2-TZVPD RIJCOSX def2/J DEFGRID3
* xyz 0 2
Hg 2.11 1.30 0.58
S 2.73 0.05 4.23
S 3.27 -1.71 2.12
F 0.77 -1.71 4.24
F 3.24 -3.89 3.63
F 0.31 0.17 5.22
F 3.57 -4.25 1.53
F 1.59 -3.74 2.24
F 1.59 -1.28 6.19
O -4.49 0.97 -1.06
O 2.16 0.97 3.28
O 3.50 0.56 5.32
O 2.11 -1.22 1.39
O 8.66 -0.96 -1.67
O 4.51 -1.71 1.39
N -1.69 -0.20 2.90
N 4.42 1.03 -1.28
N 3.48 -1.16 3.57
N -0.25 1.10 1.79
N -6.69 1.05 -1.07
N -0.01 -2.05 -2.75
N 0.98 -0.64 -1.30
N -1.94 1.10 3.14
N 7.61 -1.36 0.29
N -0.02 -0.79 -3.24
N -6.24 1.13 -2.38
C -0.67 -0.16 2.09
C 1.26 -0.75 5.02
C 4.22 0.92 -2.59
C -4.31 1.82 -4.59
C -5.59 0.85 1.12
C -3.42 1.85 -5.65
C -5.65 0.96 -0.33
C 2.89 -3.51 2.41
C 6.40 -0.31 -1.53
C -4.35 1.08 3.16
C -6.68 0.33 1.82
C -6.58 0.17 3.20
C -3.11 1.50 3.88
C 5.05 0.20 -3.43
C -0.64 -0.49 -4.53
C -4.00 1.08 -3.45
C -5.41 0.52 3.86
C -1.91 0.37 -4.48
C -2.24 1.14 -5.59
C 5.50 0.43 -0.76
C -4.96 1.07 -2.33
C 7.66 -0.91 -0.98
C -1.08 1.86 2.46
C -2.80 0.35 -3.39
C 6.16 -0.43 -2.89
C -4.45 1.23 1.79
C 0.59 -1.91 -1.59
C 0.57 0.04 -2.36
H 6.75 -1.43 0.81
H -3.61 1.63 1.23
H -7.56 0.04 1.28
H -0.18 -1.05 1.72
H -1.56 1.18 -6.43
H -1.09 2.94 2.50
H -2.59 -0.25 -2.51
H 5.67 0.59 0.29
H -3.66 2.43 -6.53
H 4.84 0.15 -4.49
H -3.06 2.58 3.96
H 8.44 -1.79 0.66
H 0.67 1.10 -2.53
H -7.41 -0.26 3.75
H -5.33 0.38 4.93
H 6.86 -0.98 -3.50
H -0.87 -1.47 -4.95
H -3.07 1.06 4.87
H 0.11 -0.03 -5.18
H -5.24 2.36 -4.63
H 3.38 1.48 -2.99
H 0.77 -2.75 -0.93
*
```

Values from the calculation:
- HOMO-LUMO gap (spin up / spin down) (eV) = 8.4 / 7.0
- LUMO level (spin up / spin down) (eV) = -0.15 / -2.28
- ⟨S²⟩ = 0.753

Record 2
A structure of composition C28H22N4OPdS2Si, computed with ωB97M-V with the def2-TZVPD basis set.

ORCA input file:
```
! wB97M-V def2-TZVPD RIJCOSX def2/J DEFGRID3
* xyz -2 1
Pd -0.60 1.01 -1.17
S -2.67 1.10 -2.14
S -0.72 3.36 -0.89
Si 2.40 1.02 -1.77
O -0.52 0.79 1.57
N 0.07 -8.98 -1.28
N -5.80 3.05 -1.78
N -3.37 5.89 -0.35
N 1.36 0.96 -0.40
C -3.26 2.63 -1.53
C 0.62 -4.25 -2.05
C -2.78 2.48 3.93
C 1.74 0.94 0.90
C -3.97 0.94 2.55
C -4.66 2.88 -1.66
C -0.33 -3.59 -1.26
C -2.80 0.60 1.91
C -2.44 3.58 -1.04
C -0.44 -2.18 -1.25
C 0.80 0.86 1.97
C 1.19 0.74 3.29
C 2.54 0.79 3.65
C 3.42 2.61 -1.84
C -1.09 -5.77 -0.49
C -0.13 -6.40 -1.28
C -0.02 -7.83 -1.28
C -1.59 2.16 3.29
C 1.49 0.98 -3.41
C -1.59 1.18 2.30
C -1.19 -4.39 -0.48
C -0.55 -0.96 -1.26
C 3.09 1.01 1.32
C 0.72 -5.63 -2.06
C -3.97 1.87 3.58
C 3.58 -0.46 -1.85
C 3.48 0.94 2.65
C -2.97 4.86 -0.66
H 0.80 1.81 -3.51
H -2.77 -0.10 1.08
H 0.93 0.05 -3.51
H -2.76 3.24 4.71
H 2.83 0.70 4.69
H 4.32 -0.45 -1.05
H 3.84 1.11 0.55
H -1.93 -3.90 0.13
H -1.75 -6.37 0.12
H 1.29 -3.65 -2.66
H 4.54 1.00 2.89
H 2.99 -1.38 -1.76
H 3.97 2.69 -2.79
H 2.22 1.03 -4.24
H 0.45 0.59 4.06
H -4.89 2.14 4.09
H 4.11 -0.48 -2.81
H 1.47 -6.12 -2.67
H -4.90 0.48 2.22
H 4.14 2.69 -1.02
H 2.74 3.47 -1.76
H -0.68 2.69 3.53
*
```

Values from the calculation:
- HOMO-LUMO gap (eV) = 6.1
- LUMO level (eV) = 4.34